Record 1
Below is a single C5H8NO2P molecule in a non-equilibrium geometry, with properties calculated with wB97M-V/def2-TZVPD.

```
17
Properties=species:S:1:pos:R:3:lowdin_charge:R:1
C 1.87 0.61 -1.11 -0.264
C -2.25 -0.14 0.35 -0.629
C 2.33 0.02 0.20 -0.230
C 1.44 0.59 1.24 -0.437
C -2.74 -1.16 -0.66 0.018
N 0.83 1.29 -1.25 0.039
O -2.95 0.78 0.69 0.055
O -0.91 -0.08 0.48 -0.294
P -0.08 1.42 0.67 0.971
H 2.29 0.30 -2.09 0.127
H 2.21 -1.09 0.13 0.134
H 3.39 0.18 0.36 0.109
H 1.22 -0.21 2.00 0.102
H 1.79 1.41 1.83 0.047
H -3.85 -1.18 -0.75 0.105
H -2.31 -0.69 -1.60 0.115
H -2.26 -2.04 -0.50 0.032
```

Its HOMO energy (alpha / beta) is -5.37 / -9.68 eV. For the calculated total energy, the calculation gives -20184.0574 eV. As for the spin multiplicity: 3.

***

Record 2
Below is a 3-piece molecular cluster, C3H13NO2S2 overall in a non-equilibrium geometry, with properties calculated with wB97M-V/def2-TZVPD.

```
21
Properties=species:S:1:pos:R:3:lowdin_charge:R:1
N -2.03 -1.24 -0.76 -0.008
C -1.57 0.06 -1.23 -0.352
C -0.10 0.20 -1.61 -0.480
S 1.17 0.57 -0.28 0.418
S 1.41 2.20 0.83 0.395
C 1.79 3.64 -0.16 -0.498
H -2.18 -1.97 -1.43 0.062
H -1.44 -1.56 -0.01 0.047
H -2.20 0.36 -2.08 0.108
H -1.84 0.76 -0.43 0.103
H 0.31 -0.77 -1.92 0.059
H -0.02 0.82 -2.50 0.063
H 1.86 3.54 -1.24 0.038
H 1.19 4.53 -0.01 0.029
H 2.87 3.82 -0.07 0.030
H -0.18 -0.41 3.17 0.021
H -0.54 -1.57 4.06 0.032
O 0.22 -1.12 3.68 -0.059
H 0.89 -4.50 0.91 0.044
H -0.06 -3.38 0.83 0.020
O 0.43 -3.97 0.24 -0.073
```

Its HOMO energy is -8.20 eV. Its SMILES is CSSCCN.O.O. The value obtained for the energy above the lowest of the compared OMol25 structures with the same formula, charge and spin is 36.4 kcal per mole. For the calculated total energy, the calculation gives -30576.2452 eV. As for the spin multiplicity: 1.

***

Record 3
Below is a single C11H20N2O molecule in a non-equilibrium geometry, with properties calculated with wB97M-V/def2-TZVPD.

```
34
Properties=species:S:1:pos:R:3:lowdin_charge:R:1
C 1.90 0.22 -3.80 -0.136
C 2.94 0.47 -1.68 -0.127
C 1.14 -1.04 -1.82 -0.128
C 0.14 -0.07 -1.11 -0.213
C -1.15 0.36 -1.49 -0.030
C -1.75 1.08 -0.42 -0.034
C -0.77 1.18 0.50 -0.336
C -0.64 1.85 1.84 -0.099
C -0.66 0.64 2.82 -0.219
C -1.87 -0.25 2.69 -0.215
C -1.69 -1.57 1.88 -0.226
H 1.29 -0.62 -4.31 0.110
H 2.76 0.51 -4.40 0.076
H 1.37 1.23 -3.70 0.100
H 2.27 1.30 -1.25 0.103
H 3.93 0.84 -1.89 0.072
H 3.16 -0.04 -0.71 0.090
H 0.50 -1.63 -2.48 0.105
H 1.52 -1.83 -1.09 0.143
H -1.76 -0.13 -2.30 0.124
H -2.71 1.48 -0.48 0.096
H -1.48 2.53 2.05 0.122
H 0.41 2.29 1.88 0.140
H -0.48 1.16 3.80 0.113
H 0.30 0.07 2.77 0.111
H -2.23 -0.47 3.63 0.079
H -2.64 0.23 2.05 0.113
H -2.78 -1.92 1.86 0.119
H -1.44 -1.39 0.85 0.081
H -0.96 -2.66 3.51 0.016
H -0.34 -3.16 2.16 0.080
N 2.25 -0.43 -2.58 -0.279
N -0.65 -2.31 2.68 0.015
O 0.33 0.51 0.12 0.035
```

Its HOMO energy is -8.16 eV. Its SMILES is CN(C)Cc1ccc(CCCCN)o1. The value obtained for the energy above the lowest of the compared OMol25 structures with the same formula, charge and spin is 67.1 kcal per mole. For the calculated total energy, the calculation gives -16756.3178 eV. As for the spin multiplicity: 1.